Formula: C33H52GaN3O2Sb
Source: the Open Molecules 2025 dataset
Level of theory: wB97M-V/def2-TZVPD

Last column: Löwdin charge in e.
Atoms and positions in Å:
Ga 0.09727 0.06040 2.56692  0.4157
C 2.66120 0.73995 1.00689  -0.0370
N 2.25674 0.14658 2.29590  -0.2153
C 2.89747 0.89825 3.41674  -0.1725
C 2.47510 2.34953 3.58042  -0.1495
C 1.09206 2.47801 4.19236  -0.1777
N 0.08561 1.99596 3.25762  0.0184
C -0.96545 2.71696 3.07578  -0.0288
C -2.09896 2.40048 2.26619  -0.1326
C -3.23963 3.21794 2.39516  -0.0266
C -4.40524 2.92526 1.73685  -0.0742
C -4.44700 1.80477 0.90278  -0.0448
C -3.33951 1.00250 0.73703  0.0014
C -2.14458 1.27471 1.41344  -0.2985
O -1.10145 0.47372 1.22326  -0.0502
C 2.76917 -1.24560 2.42869  -0.1777
C 2.49969 -2.18934 1.26223  -0.1370
C 1.04400 -2.17692 0.79123  -0.1976
N 0.17037 -1.87606 1.91149  0.0068
C -0.71815 -2.72688 2.28485  -0.0222
C -1.58377 -2.59217 3.41652  -0.1317
C -2.51707 -3.61958 3.65766  -0.0305
C -3.34200 -3.58900 4.75222  -0.0775
C -3.24299 -2.52067 5.64806  -0.0513
C -2.34217 -1.50009 5.43674  0.0026
C -1.50364 -1.50327 4.31650  -0.2852
O -0.67300 -0.48146 4.15309  -0.0354
H 3.75247 0.79419 0.93951  0.1192
H 2.24523 1.73968 0.90805  0.0903
H 2.27411 0.15572 0.17623  0.0331
H 3.98097 0.85413 3.26671  0.1324
H 2.66772 0.36056 4.34064  0.1365
H 2.49945 2.87626 2.62654  0.1130
H 3.19660 2.83528 4.23823  0.1298
H 0.89511 3.51754 4.46453  0.1261
H 1.03982 1.86816 5.10012  0.1347
H -1.02305 3.66682 3.61245  0.1430
H -3.18705 4.07984 3.05067  0.1181
H -5.28521 3.53753 1.87459  0.1087
H -5.36308 1.55426 0.38338  0.1149
H -3.38293 0.12390 0.11052  0.1067
H 2.30533 -1.65643 3.32746  0.1291
H 3.85046 -1.21396 2.59415  0.1355
H 2.76161 -3.18470 1.62556  0.1273
H 3.15214 -1.97342 0.41495  0.1069
H 0.79048 -3.13711 0.33457  0.1214
H 0.90238 -1.39985 0.02702  0.0306
H -0.80471 -3.65676 1.71771  0.1458
H -2.57022 -4.44198 2.95355  0.1173
H -4.06070 -4.37842 4.92116  0.1081
H -3.88612 -2.49051 6.51788  0.1137
H -2.27446 -0.66451 6.12054  0.1222
C -0.50600 -2.80551 -3.05021  -0.1291
C -1.04690 -1.38543 -3.19411  -0.7047
C -2.20781 -1.20855 -2.22134  -0.1423
C -1.51854 -1.11827 -4.61748  -0.1030
Sb 0.57883 -0.01157 -2.50033  1.6139
C 2.30958 -0.56006 -3.83476  -0.7073
C 1.93145 -0.97335 -5.24971  -0.1152
C 2.99032 -1.72401 -3.11529  -0.1459
C 3.27529 0.61937 -3.87706  -0.1362
C -0.06841 2.05991 -3.07260  -0.7086
C -1.26021 2.38768 -2.17795  -0.1317
C -0.41967 2.25006 -4.54227  -0.1026
C 1.09360 2.97468 -2.69067  -0.1415
H -1.31117 -3.52874 -3.21835  0.0904
H -0.11091 -2.97511 -2.04460  0.0558
H 0.28448 -3.01699 -3.77113  0.0586
H -3.00067 -1.92973 -2.45222  0.0923
H -2.63773 -0.20939 -2.28872  0.0537
H -1.88464 -1.37883 -1.19025  0.0603
H -2.20859 -1.90712 -4.93929  0.0916
H -0.69417 -1.09340 -5.32729  0.0562
H -2.05308 -0.17140 -4.67958  0.0626
H 1.28031 -1.84706 -5.25336  0.0572
H 2.83650 -1.24061 -5.80788  0.0915
H 1.43749 -0.16419 -5.78996  0.0707
H 2.34691 -2.60374 -3.05000  0.0609
H 3.28567 -1.43947 -2.10085  0.0531
H 3.89634 -2.01527 -3.65734  0.0891
H 2.89742 1.42390 -4.50864  0.0675
H 4.23486 0.29428 -4.29355  0.0892
H 3.46706 1.01842 -2.87677  0.0684
H -2.13751 1.79259 -2.43376  0.0612
H -1.52962 3.44348 -2.29321  0.0922
H -1.02593 2.21316 -1.12416  0.0590
H -1.35795 1.76169 -4.79995  0.0605
H 0.36333 1.86560 -5.19849  0.0674
H -0.53901 3.31802 -4.75833  0.0893
H 1.42001 2.79222 -1.66210  0.0594
H 0.77799 4.02102 -2.76141  0.0888
H 1.95077 2.84148 -3.34831  0.0520

Summary:
Energy relative to the best compared isomer or geometry (same formula, charge and spin)   33.1 kJ/mol
Net charge   +1
E_HOMO   -9.97 eV
DFT total energy   -102540.8666 eV
HOMO-LUMO gap   7.35 eV
Spin multiplicity   1